# C3H8NO4S2

A gas-phase ion, C3H8NO4S2 (charge +1) (ωB97M-V/def2-TZVPD, the Open Molecules 2025 dataset).

- net charge = +1
- Kohn-Sham gap (eV) = 8.910
- lowest unoccupied orbital energy (eV) = -7.319
- structure (SMILES) = C=[N+](S(C)(=O)=O)S(C)(=O)=O

Structure (XYZ):
```
18
Properties=species:S:1:pos:R:3:mulliken_charge:R:1
C 1.267 1.336 -1.270 -0.142
N 0.229 0.560 -0.556 -0.090
S 0.326 -1.285 -0.867 1.221
C -1.334 -1.827 -1.028 -0.940
O 1.081 -1.330 -2.042 -0.625
O 0.880 -1.769 0.325 -0.537
S -0.690 1.043 0.898 1.070
C 0.603 0.881 2.166 -0.830
O -1.101 2.391 0.741 -0.530
O -1.561 -0.105 0.961 -0.552
H 0.993 2.319 -1.366 0.349
H 1.749 0.758 -2.053 0.312
H -1.961 -1.063 -1.329 0.377
H -1.299 -2.597 -1.672 0.463
H -1.689 -2.108 0.010 0.382
H 0.234 1.110 3.191 0.373
H 1.096 -0.040 2.106 0.340
H 1.176 1.728 1.787 0.362
```

---

# C3H8NOP

A single C3H8NOP molecule (ωB97M-V/def2-TZVPD, the Open Molecules 2025 dataset).

- 2S+1 = 3
- Kohn-Sham gap (spin up / spin down) (eV) = 6.260 / 8.003
- lowest unoccupied orbital energy (spin up / spin down) (eV) = 0.905 / -2.301

Structure (XYZ):
```
14
Properties=species:S:1:pos:R:3:mulliken_charge:R:1
C 1.317 -1.413 0.150 -0.641
C -0.433 -0.566 1.521 -1.044
C -0.976 1.495 -1.196 -0.833
N 0.446 -0.554 0.411 -0.014
O 1.624 0.771 -1.612 -0.474
P 0.653 1.179 -0.382 0.366
H 1.526 -2.250 0.781 0.302
H 1.758 -1.389 -0.747 0.338
H 0.057 -0.982 2.423 0.330
H -0.883 0.332 1.835 0.347
H -1.130 -1.313 1.191 0.380
H -1.801 2.192 -0.790 0.326
H -0.667 1.877 -2.247 0.301
H -1.492 0.621 -1.337 0.314
```

---

# C3H8NOPS2

2 unconnected molecules or ions with the total composition C3H8NOPS2 (ωB97M-V/def2-TZVPD, the Open Molecules 2025 dataset).

- 2S+1 = 3
- Kohn-Sham gap (spin up / spin down) (eV) = 6.176 / 7.274
- lowest unoccupied orbital energy (spin up / spin down) (eV) = 0.410 / -2.117

Structure (XYZ):
```
16
Properties=species:S:1:pos:R:3:mulliken_charge:R:1
C -0.201 -0.172 -1.284 -0.274
C -0.427 0.328 -2.677 -0.101
C -0.643 -0.623 3.343 -0.711
N 1.272 -0.089 -1.050 0.029
O 0.815 0.637 -3.226 -0.353
P 2.153 0.440 -2.277 -0.156
S 1.198 1.160 1.710 -0.208
S -0.248 1.142 3.095 0.061
H -0.794 0.385 -0.433 0.131
H -0.425 -1.344 -1.207 0.143
H -1.015 -0.398 -3.368 0.205
H -0.949 1.330 -2.615 0.208
H -0.743 -1.153 2.384 0.242
H -1.591 -0.513 3.801 0.304
H 0.170 -1.026 3.864 0.310
H 1.429 -0.104 -0.061 0.169
```

---

# C3H8NOS

A molecular structure, C3H8NOS (ωB97M-V/def2-TZVPD, the Open Molecules 2025 dataset).

- net charge = +1
- Kohn-Sham gap (eV) = 10.268
- lowest unoccupied orbital energy (eV) = -4.084

Structure (XYZ):
```
14
Properties=species:S:1:pos:R:3:mulliken_charge:R:1
C -0.456 0.011 -1.690 -0.611
C -0.646 1.493 -1.532 -0.406
C 0.062 -0.215 -0.331 0.524
N 0.325 -1.219 0.456 -0.340
O 0.823 -0.748 2.994 -0.681
S -0.085 1.435 0.155 -0.059
H -1.356 -0.477 -2.008 0.329
H 0.172 -0.261 -2.554 0.320
H -0.114 2.180 -2.098 0.419
H -1.689 1.576 -1.540 0.291
H 1.771 -0.453 2.891 0.384
H 0.285 -2.229 0.267 0.242
H 0.560 -0.965 1.514 0.254
H 0.349 -0.129 3.477 0.334
```

---

# C3H8NOS

A gas-phase ion, C3H8NOS (charge +1) (ωB97M-V/def2-TZVPD, the Open Molecules 2025 dataset).

- net charge = +1
- Kohn-Sham gap (eV) = 7.545
- lowest unoccupied orbital energy (eV) = -5.719
- structure (SMILES) = CS[C@@H](O)C=[NH2+]

Structure (XYZ):
```
14
Properties=species:S:1:pos:R:3:mulliken_charge:R:1
C 0.422 1.159 1.893 -0.812
S -0.946 1.722 0.802 0.032
C -0.525 0.272 -0.730 -0.043
O 0.807 0.479 -0.942 -0.597
C -0.942 -1.155 -0.828 -0.103
N 0.005 -1.991 -1.122 -0.207
H 1.484 1.081 1.549 0.310
H 0.018 0.184 2.176 0.277
H 0.664 1.970 2.629 0.379
H -1.059 0.901 -1.454 0.395
H 0.979 1.478 -0.810 0.414
H -1.933 -1.504 -0.657 0.431
H 0.942 -1.588 -1.222 0.263
H 0.083 -3.010 -1.283 0.261
```

---

# C3H8NP

2 unconnected molecules or ions with the total composition C3H8NP (ωB97M-V/def2-TZVPD, the Open Molecules 2025 dataset).

- Kohn-Sham gap (eV) = 9.248
- lowest unoccupied orbital energy (eV) = 0.234
- structure (SMILES) = C#P.CCN

Structure (XYZ):
```
13
Properties=species:S:1:pos:R:3:mulliken_charge:R:1
C -2.601 -0.585 -0.247 -0.158
P -3.591 0.093 0.699 -0.246
H -2.098 -0.794 -1.185 0.428
C 1.190 0.221 1.029 -1.060
C 1.088 -0.312 -0.447 -0.259
N -0.010 0.342 -1.101 -0.579
H 1.507 1.216 1.019 0.350
H 0.331 0.110 1.751 0.280
H 2.012 -0.304 1.517 0.329
H 0.783 -1.480 -0.477 0.240
H 2.130 -0.161 -0.834 0.264
H 0.172 1.376 -1.081 0.247
H -0.914 0.278 -0.643 0.163
```

---

# C3H8NS

A gas-phase ion, C3H8NS (charge -1) (ωB97M-V/def2-TZVPD, the Open Molecules 2025 dataset).

- net charge = -1
- Kohn-Sham gap (eV) = 6.587
- lowest unoccupied orbital energy (eV) = 4.299
- structure (SMILES) = C[C@H](N)C[S-]

Structure (XYZ):
```
13
Properties=species:S:1:pos:R:3:mulliken_charge:R:1
C 0.389 -0.486 1.318 -1.232
C -0.359 0.325 0.268 0.291
N -1.330 -0.612 -0.316 -0.796
C 0.583 0.853 -0.867 -0.886
S 1.701 -0.385 -1.643 -0.654
H -0.168 -1.320 1.781 0.373
H 0.779 0.113 2.149 0.289
H 1.248 -0.926 0.784 0.236
H -0.934 1.174 0.631 0.333
H -1.928 -0.208 -1.038 0.215
H -0.960 -1.390 -0.858 0.278
H -0.092 1.102 -1.684 0.246
H 1.070 1.759 -0.525 0.308
```

---

# C3H8NS

2 unconnected molecules or ions with the total composition C3H8NS (ωB97M-V/def2-TZVPD, the Open Molecules 2025 dataset).

- net charge = -1
- Kohn-Sham gap (eV) = 5.974
- lowest unoccupied orbital energy (eV) = 3.769

Structure (XYZ):
```
13
Properties=species:S:1:pos:R:3:mulliken_charge:R:1
C 1.825 -1.465 -1.391 -0.834
S 2.205 -0.291 -0.096 -0.663
H 0.819 -1.674 -1.945 0.219
H 2.110 -2.513 -1.188 0.203
H 2.478 -1.117 -2.184 0.188
C -2.018 0.277 0.639 -0.582
C -0.012 1.596 1.181 -0.323
N -0.973 0.769 1.564 -0.403
H -1.741 -0.780 0.369 0.211
H -3.004 0.145 1.130 0.253
H -2.151 0.950 -0.272 0.205
H -0.241 2.541 1.798 0.235
H 0.702 1.565 0.396 0.291
```

---

# C3H8NS

A gas-phase ion, C3H8NS (charge +1) (ωB97M-V/def2-TZVPD, the Open Molecules 2025 dataset).

- net charge = +1
- 2S+1 = 3
- Kohn-Sham gap (spin up / spin down) (eV) = 9.353 / 7.321
- lowest unoccupied orbital energy (spin up / spin down) (eV) = -3.593 / -6.954

Structure (XYZ):
```
13
Properties=species:S:1:pos:R:3:mulliken_charge:R:1
C -1.037 -0.974 1.114 -0.673
C 0.723 0.352 -0.007 -0.071
C 0.537 0.351 -1.533 -1.145
N -0.578 0.393 0.724 -0.183
S 1.457 -1.213 0.640 0.069
H -0.868 -1.031 2.154 0.375
H -1.442 -1.794 0.563 0.377
H 1.356 1.124 0.435 0.398
H 1.601 0.063 -2.008 0.339
H 0.257 1.322 -1.949 0.381
H -0.190 -0.393 -1.886 0.381
H -1.329 0.942 0.156 0.373
H -0.486 0.858 1.597 0.378
```

---

The calculation returns the following ΔE to the lowest compared entry with this formula, charge and spin values, one per record and in order: 27.2 25.0 0.0 5.5 45.8 52.4 9.3 88.0 25.6 kcal/mol.